Model 1:
ORCA calculation (ωB97M-V/def2-TZVPD) on the ion C3H8BrN2O with charge +1.

The total charge is +1. For the HOMO energy, the calculation gives -0.54257 Ha. The SMILES is C[C@H](O)C(=[NH2+])NBr. The value obtained for the orbital gap is 10.2 eV.

```
15
Properties=species:S:1:pos:R:3:mulliken_charge:R:1
C -1.034 -0.973 1.079 -1.321
C 0.278 -0.291 0.760 0.557
O 0.676 0.712 1.625 -0.647
C 0.294 0.191 -0.694 0.332
N -0.035 -0.683 -1.685 -0.363
N 0.751 1.523 -0.819 -0.350
Br 1.048 2.520 -2.384 0.121
H -0.939 -2.007 1.226 0.343
H -1.488 -0.554 1.935 0.381
H -1.695 -0.807 0.228 0.426
H 1.140 -0.959 0.879 0.355
H 0.012 1.394 1.804 0.353
H -0.082 -1.590 -1.403 0.237
H 0.279 -0.411 -2.630 0.247
H 0.796 1.936 0.079 0.328
```

***

Model 2:
ORCA calculation (ωB97M-V/def2-TZVPD) on the ion C3H8BrN2O with charge +1.

The total charge is +1. For the HOMO energy, the calculation gives -0.53788 Ha. The SMILES is C[C@@H](Br)C(=[NH2+])NO. The value obtained for the orbital gap is 10.1 eV.

```
15
Properties=species:S:1:pos:R:3:mulliken_charge:R:1
C 0.912 -1.520 -0.478 -0.890
C 1.121 -0.304 0.502 -0.219
Br 3.013 0.387 0.210 -0.068
C 0.139 0.751 0.143 0.355
N 0.270 1.433 -0.924 -0.259
N -1.297 0.660 0.712 -0.082
O -2.223 1.635 0.389 -0.458
H 0.405 -2.399 0.087 0.272
H 1.893 -1.816 -0.981 0.335
H 0.273 -1.105 -1.263 0.338
H 0.994 -0.669 1.563 0.437
H 1.262 1.447 -1.397 0.265
H -0.462 2.181 -1.053 0.330
H -1.560 0.138 1.570 0.262
H -3.086 1.346 -0.071 0.384
```

***

Question: which arrangement is favored energetically? Ranking from most to least stable: model 1, model 2.